one:
The following is a quantum chemistry calculation of a cluster of 2 separate species, C5H11NO4 in total, from the Open Molecules 2025 dataset.

Values from the calculation:
HOMO (Eh): -0.3685
Kohn-Sham gap (eV): 10.5

Each line ends with the Mulliken charge.
Atoms and positions in Å:
O: 2.172 -4.187 -2.055  -0.659
H: 1.683 -4.459 -2.864  0.326
H: 2.189 -3.203 -2.095  0.368
O: -2.653 3.799 0.320  -0.530
O: 0.802 0.197 -1.122  -0.693
O: -0.672 3.264 1.363  -0.296
C: -1.879 3.778 1.289  0.174
C: 0.128 -0.089 -0.106  0.513
N: -0.140 -1.331 0.267  -0.151
C: 0.625 -2.493 -0.262  -0.802
C: -0.134 2.407 0.310  -0.405
C: -0.497 0.980 0.714  -0.463
H: -2.078 4.288 2.252  0.349
H: -0.743 -1.514 1.073  0.269
H: 0.288 -3.420 0.230  0.349
H: 1.708 -2.376 -0.089  0.296
H: 0.451 -2.588 -1.348  0.183
H: 0.972 2.462 0.329  0.260
H: -0.474 2.805 -0.665  0.328
H: -0.154 0.861 1.759  0.284
H: -1.592 0.820 0.699  0.300

---

two:
The following is a quantum chemistry calculation of a structure of composition C5H11NO4, from the Open Molecules 2025 dataset.

Values from the calculation:
HOMO (Eh): -0.2796
Kohn-Sham gap (eV): 7.5

Each line ends with the Mulliken charge.
Atoms and positions in Å:
C: 1.099 0.345 -0.401  0.824
C: -0.013 -0.016 -1.309  -0.942
C: -1.207 -0.933 0.600  -0.868
C: -0.309 1.429 1.488  -1.302
C: 0.380 0.173 0.981  1.113
N: 0.128 -1.019 -2.143  -0.216
O: 2.118 -0.596 -0.454  -0.746
O: 1.541 1.645 -0.730  -0.592
O: -2.470 -0.512 0.100  -0.551
O: 1.033 -0.581 1.775  -0.875
H: 2.094 -0.941 0.490  0.466
H: 2.302 1.836 -0.166  0.401
H: -2.626 -0.897 -0.768  0.318
H: -0.861 0.646 -1.403  0.500
H: -0.607 -1.328 -2.759  0.261
H: 0.978 -1.567 -2.062  0.265
H: -1.311 -1.013 1.678  0.476
H: -0.865 -1.892 0.201  0.430
H: 0.448 2.178 1.734  0.378
H: -0.992 1.857 0.754  0.310
H: -0.863 1.186 2.393  0.351

---

three:
The following is a quantum chemistry calculation of a cluster of 2 separate species, C5H11NO4 in total, from the Open Molecules 2025 dataset.

Values from the calculation:
HOMO (spin up / spin down) (Eh): -0.3456 / -0.3273
Kohn-Sham gap (spin up / spin down) (eV): 8.2 / 8.0

Each line ends with the Mulliken charge.
Atoms and positions in Å:
C: -1.894 0.623 0.164  -1.822
C: -1.228 -1.692 0.805  -1.406
C: 1.330 1.606 -1.375  -0.719
C: -0.785 -0.483 -0.006  1.327
C: 0.501 0.153 0.445  -0.250
N: 1.748 -0.445 0.212  1.361
O: 1.772 -1.345 -0.627  -0.727
O: 2.664 -0.044 0.899  -0.770
O: -0.660 -0.823 -1.299  -0.596
O: 0.594 0.863 1.552  -0.464
H: -2.826 0.145 0.029  0.484
H: -1.615 1.328 -0.546  0.414
H: -1.974 0.796 1.219  0.394
H: -1.979 -2.325 0.228  0.356
H: -1.503 -1.262 1.867  0.307
H: -0.295 -2.261 0.962  0.330
H: 1.601 1.084 -2.305  0.280
H: 2.183 1.991 -0.770  0.253
H: 0.643 2.348 -1.761  0.360
H: 0.144 -1.297 -1.389  0.441
H: 1.578 1.041 1.696  0.446

---

Most stable = one

---

one:
The following is a quantum chemistry calculation of a cluster of 2 separate species, C2H9NS in total, from the Open Molecules 2025 dataset.

Values from the calculation:
HOMO (Eh): -0.3226
Kohn-Sham gap (eV): 9.9

Each line ends with the Mulliken charge.
Atoms and positions in Å:
C: -2.120 -1.068 2.042  -0.760
S: -1.163 -0.948 0.488  -0.172
H: -2.785 -1.923 1.977  0.274
H: -1.489 -1.005 2.926  0.271
H: -2.801 -0.210 2.053  0.267
C: 1.515 1.015 -1.858  -0.656
N: 1.724 0.417 -0.520  -0.490
H: 2.421 1.571 -2.112  0.307
H: 1.254 0.302 -2.654  0.248
H: 0.676 1.706 -1.810  0.207
H: 1.317 -0.501 -0.666  0.168
H: 2.665 0.304 -0.173  0.219
H: -1.214 0.340 0.308  0.118

---

two:
The following is a quantum chemistry calculation of a cluster of 2 separate species, C2H9NS in total, from the Open Molecules 2025 dataset.

Values from the calculation:
HOMO (Eh): -0.3383
Kohn-Sham gap (eV): 10.2

Each line ends with the Mulliken charge.
Atoms and positions in Å:
C: -0.508 -1.332 -0.634  -0.988
C: -0.166 0.115 -0.936  -0.318
N: 1.099 0.482 -0.272  -0.543
H: -1.452 -1.616 -1.098  0.328
H: 0.300 -1.992 -0.950  0.324
H: -0.661 -1.481 0.438  0.222
H: -0.094 0.248 -2.020  0.310
H: -0.947 0.777 -0.561  0.280
H: 0.251 0.796 1.656  0.193
H: 1.569 1.229 -0.771  0.203
H: 1.747 -0.300 -0.312  0.200
S: -0.627 0.871 2.688  -0.349
H: -0.514 2.202 2.772  0.139

---

Most stable = two

---

one:
The following is a quantum chemistry calculation of a cluster of 2 separate species, C2H9NS in total, from the Open Molecules 2025 dataset.

Values from the calculation:
HOMO (Eh): -0.2015
Kohn-Sham gap (eV): 4.7

Each line ends with the Mulliken charge.
Atoms and positions in Å:
S: -0.968 0.101 4.104  -0.864
H: -1.441 1.049 4.867  -0.043
C: 0.423 0.794 -1.704  -0.731
N: 0.200 0.217 -0.315  -0.247
C: -0.069 -1.241 -0.297  -0.845
H: 1.357 1.542 -1.657  0.305
H: 0.955 -0.023 -2.361  0.340
H: -0.498 1.215 -2.172  0.304
H: -0.546 0.687 0.184  0.352
H: 1.120 0.381 0.243  0.393
H: -0.639 -1.438 -1.210  0.375
H: -0.749 -1.498 0.615  0.329
H: 0.855 -1.787 -0.298  0.333

---

two:
The following is a quantum chemistry calculation of a cluster of 2 separate species, C2H9NS in total, from the Open Molecules 2025 dataset.

Values from the calculation:
HOMO (Eh): -0.3359
Kohn-Sham gap (eV): 10.1

Each line ends with the Mulliken charge.
Atoms and positions in Å:
S: 2.809 0.777 -1.825  -0.281
H: 2.104 0.317 -0.787  0.130
C: -1.527 -0.442 -0.534  -0.940
N: -0.225 -0.042 -0.015  -0.257
C: -0.093 -0.386 1.390  -0.936
H: -2.354 -0.053 0.060  0.318
H: -1.621 -0.155 -1.575  0.319
H: -1.590 -1.528 -0.570  0.298
H: -0.190 0.971 -0.090  0.253
H: 2.949 2.042 -1.416  0.133
H: -1.005 -0.150 1.964  0.331
H: 0.720 0.109 1.907  0.310
H: 0.022 -1.461 1.490  0.322

---

Most stable = two

---

one:
The following is a quantum chemistry calculation of a structure of composition BrClFHN3O, from the Open Molecules 2025 dataset.

Values from the calculation:
Net charge: -1
HOMO (Eh): -0.1868
Kohn-Sham gap (eV): 7.1

Each line ends with the Mulliken charge.
Atoms and positions in Å:
N: -0.864 1.460 -1.134  0.039
N: 0.024 0.810 -0.658  0.904
N: 1.202 0.548 -0.351  -0.483
O: -2.054 1.492 -1.267  -0.464
F: -0.999 -1.306 0.397  -0.584
Cl: 1.098 -2.631 1.052  -0.690
Br: 1.588 1.355 1.433  -0.034
H: 0.006 -1.727 0.529  0.312

---

two:
The following is a quantum chemistry calculation of a structure of composition BrClFHN3O, from the Open Molecules 2025 dataset.

Values from the calculation:
Net charge: -1
HOMO (spin up / spin down) (Eh): -0.1775 / -0.1778
Kohn-Sham gap (spin up / spin down) (eV): 7.7 / 7.8

Each line ends with the Mulliken charge.
Atoms and positions in Å:
N: -0.059 1.539 -0.328  0.042
N: -0.780 0.661 0.115  0.505
N: -2.115 0.603 0.361  -0.394
O: 1.128 1.763 -0.224  -0.468
F: 2.740 -1.273 -0.541  -0.388
Cl: 0.145 -1.252 1.003  -0.587
Br: -3.014 -0.820 -0.329  -0.041
H: 1.954 -1.222 -0.058  0.332

---

Most stable = two